--- one ---
C2H7NO3 | the ωB97M-V functional and the def2-TZVPD basis

Results
- E_HOMO (eV) = -10.0
- LUMO level (Ha) = 0.0181
- SMILES = CNC(=O)O.O

Each line ends with the Löwdin charge.
Positions of all 13 atoms, in Å:
C 0.131 -1.210 -1.898  -0.09
N -0.773 -0.338 -1.208  0.02
C -0.330 0.628 -0.331  -0.61
O -0.693 0.682 0.823  0.08
O 0.560 1.500 -0.837  0.11
H 1.182 -1.013 -1.641  0.09
H 0.171 -1.176 -2.982  0.08
H 0.005 -2.226 -1.513  0.09
H -1.694 -0.567 -0.868  0.14
H 1.220 1.706 -0.141  0.14
O 0.700 -0.865 3.021  -0.05
H 0.453 -0.420 2.214  -0.02
H 1.183 -1.674 2.841  0.03

=====

--- two ---
C2H7NO3 | the ωB97M-V functional and the def2-TZVPD basis

Results
- E_HOMO (eV) = -10.4
- LUMO level (Ha) = 0.0274
- SMILES = O=CNCO.O

Each line ends with the Löwdin charge.
Positions of all 13 atoms, in Å:
O -0.413 -1.181 1.004  0.01
C -0.551 -1.385 -0.177  -0.30
N -1.038 -0.366 -1.012  0.05
C -0.766 0.991 -0.590  -0.32
O 0.355 1.519 -1.177  0.00
H -0.367 -2.295 -0.745  0.13
H -1.037 -0.493 -2.013  0.13
H -1.680 1.593 -0.863  0.14
H -0.978 1.104 0.466  0.12
H 1.167 1.076 -0.925  0.09
O 1.958 0.176 1.649  -0.08
H 1.196 -0.424 1.496  -0.01
H 1.734 0.529 2.516  0.04

=====

--- three ---
C2H7NO3 | the ωB97M-V functional and the def2-TZVPD basis

Results
- E_HOMO (eV) = -10.2
- LUMO level (Ha) = 0.0202
- SMILES = O=CO.NCO

Each line ends with the Löwdin charge.
Positions of all 13 atoms, in Å:
O -0.075 -0.820 -2.516  0.05
C -0.099 -1.266 -1.381  -0.37
O 0.831 -1.019 -0.441  0.04
H -0.975 -1.850 -1.219  0.12
H 0.806 -0.108 -0.126  0.05
N 0.076 1.752 0.396  0.03
C -0.625 1.045 1.445  -0.34
O 0.025 -0.132 1.920  -0.11
H -0.344 1.915 -0.523  0.10
H 0.434 2.599 0.745  0.06
H -0.954 1.670 2.330  0.13
H -1.539 0.654 0.987  0.11
H 0.133 -0.055 2.943  0.14

=====

--- four ---
C2H7NO3 | the ωB97M-V functional and the def2-TZVPD basis

Results
- E_HOMO (eV) = -9.5
- LUMO level (Ha) = 0.0301
- SMILES = O=CO.NCO

Each line ends with the Löwdin charge.
Positions of all 13 atoms, in Å:
O 0.970 -0.199 -1.918  0.06
C 0.580 -1.330 -1.905  -0.36
O -0.467 -1.740 -1.127  0.03
H 0.962 -2.123 -2.549  0.13
H -0.263 -1.206 -0.344  0.06
N -1.149 0.497 0.342  0.02
C 0.063 1.072 0.912  -0.35
O 0.488 0.224 1.968  -0.06
H -1.590 -0.097 1.029  0.09
H -1.734 1.277 0.085  0.08
H -0.183 2.075 1.266  0.11
H 0.892 1.134 0.203  0.10
H 1.430 0.416 2.039  0.09

=====

Quick look at relative energies in kJ/mol: one 0.0; two 36.3; three 118.6; four 75.5.

=====

--- one ---
CH2F2N2 | the ωB97M-V functional and the def2-TZVPD basis

Results
- E_HOMO (eV) = -10.1
- LUMO level (Ha) = 0.0227

Each line ends with the Löwdin charge.
Positions of all 7 atoms, in Å:
C -0.034 -0.589 0.047  -0.31
N 0.325 -0.787 1.202  0.18
N -0.608 1.128 -0.571  0.03
F -0.100 -1.390 -0.980  0.12
F 0.413 1.561 -1.374  -0.14
H 0.641 -1.659 1.384  0.02
H -0.638 1.737 0.292  0.09

=====

--- two ---
CH2F2N2 | the ωB97M-V functional and the def2-TZVPD basis

Results
- E_HOMO (spin up / spin down) (eV) = -10.5 / -7.9
- LUMO level (spin up / spin down) (Ha) = 0.0102 / -0.0193

Each line ends with the Löwdin charge.
Positions of all 7 atoms, in Å:
C 0.034 0.421 -0.429  -0.06
N -0.302 -0.420 0.380  0.04
N 2.744 0.555 -0.428  0.03
F 2.678 -0.841 -0.660  -0.12
F 3.094 0.712 0.815  -0.02
H -0.449 1.188 -1.034  0.05
H 0.445 -1.007 0.845  0.08

=====

Quick look at relative energies in kJ/mol: one 0.0; two 268.0.